{
  "formula": "C3H5N3",
  "method": "ωB97M-V/def2-TZVPD",
  "de_lowest_kj_mol": 191.5,
  "total_charge": 0,
  "e_lumo_ev": 1.11,
  "gap_ev": 9.545,
  "homo_energy_ev": -8.44,
  "elements": ["N", "N", "N", "C", "C", "C", "H", "H", "H", "H", "H"],
  "coordinates": [[-1.1436, -0.0591, 1.2801], [0.6942, 0.1064, -1.7096], [-0.1537, -0.8467, 1.6621], [-0.9603, 0.4760, 0.0155], [0.2052, -0.1262, -0.4350], [0.7196, -0.8486, 0.6545], [1.6261, 0.4830, -1.7843], [-0.7407, 1.5326, -0.0192], [0.0173, 0.5672, -2.3059], [-1.9727, -0.0241, 1.8560], [1.7086, -1.2605, 0.7859]]
}